DFT (ωB97M-V with the def2-TZVPD basis set) results for C3H3P in the gas phase in a non-equilibrium geometry.

XYZ file:
```
7
Properties=species:S:1:pos:R:3:forces:R:3:lowdin_charge:R:1
C -0.5887 0.7145 1.0358 3.98 -3.27 -1.02 -0.51
C 0.6247 -0.1065 -0.0586 -3.61 2.56 3.32 -0.14
C 1.3769 -0.7208 -0.7586 -0.01 0.36 0.54 0.01
P -2.1870 0.6838 0.6232 0.05 0.46 0.64 0.79
H -0.1559 0.7148 2.0667 -0.24 0.74 -1.16 0.01
H 2.2004 -1.1927 -1.1951 0.43 -0.46 -0.64 0.00
H -1.7244 0.0868 -0.5054 -0.61 -0.39 -1.67 -0.17
```
Positions in Å, forces in eV/Å.

Properties
- calculated total energy (Ha) = -457.2772


DFT (ωB97M-V with the def2-TZVPD basis set) results for 2 unconnected molecules or ions with the total composition C7H18O in a non-equilibrium geometry.

XYZ file:
```
26
Properties=species:S:1:pos:R:3:forces:R:3:lowdin_charge:R:1
C -2.3617 -0.0967 0.0904 -0.19 0.00 0.23 -0.12
C 0.8095 1.3144 1.8805 -0.06 0.16 0.07 -0.12
C -1.1765 0.8260 0.3727 0.04 0.35 -0.02 -0.28
C -0.3757 0.3917 1.5982 -0.18 -0.16 0.21 -0.28
H -2.9203 0.2411 -0.7987 0.09 -0.17 0.39 0.08
H -3.0475 -0.1062 0.9542 0.17 -0.01 -0.32 0.08
H -2.0058 -1.1255 -0.0877 -0.30 0.45 0.30 0.07
H 0.4536 2.3432 2.0585 0.21 -0.32 -0.04 0.08
H 1.4953 1.3240 1.0167 -0.22 0.21 0.44 0.06
H 1.3682 0.9766 2.7695 -0.12 0.20 -0.33 0.08
H -0.5034 0.8410 -0.5061 -0.59 0.41 0.95 0.05
H -1.5429 1.8581 0.5336 0.13 -0.32 -0.08 0.12
H -1.0487 0.3767 2.4770 0.28 -0.07 -0.29 0.11
H -0.0092 -0.6404 1.4373 -0.46 0.44 0.19 0.09
O 0.1450 -1.1269 -1.0683 0.24 -0.03 -0.52 -0.23
C -0.6880 -0.7392 -2.1389 -0.23 -0.49 -0.64 -0.14
C 2.2441 -0.9430 0.0346 0.26 -0.22 0.30 -0.08
C 1.4072 -0.4827 -1.1385 0.14 -0.15 -0.15 -0.29
H -1.6480 -1.2708 -2.0283 0.58 0.25 -0.21 0.09
H -0.2474 -1.0079 -3.1138 0.01 0.05 0.23 0.10
H -0.8836 0.3462 -2.1285 0.06 -0.34 -0.23 0.09
H 1.7488 -0.6823 0.9850 0.54 -0.32 -0.60 0.04
H 2.3851 -2.0364 -0.0002 -0.04 0.42 -0.02 0.09
H 3.2352 -0.4595 0.0101 -0.35 -0.18 0.01 0.09
H 1.9008 -0.7364 -2.0963 -0.14 0.10 0.24 0.12
H 1.2659 0.6149 -1.1131 0.12 -0.27 -0.10 0.11
```
Positions in Å, forces in eV/Å.

Properties
- calculated total energy (Ha) = -352.7009


DFT (ωB97M-V with the def2-TZVPD basis set) results for C4H7P3 in the gas phase in a non-equilibrium geometry.

XYZ file:
```
14
Properties=species:S:1:pos:R:3:forces:R:3:lowdin_charge:R:1
C -1.2150 2.4067 0.8674 -0.96 -0.67 2.83 -0.40
C 2.7142 -2.4014 -1.2455 -2.31 -0.67 -0.62 -0.44
C -1.4491 0.0225 -0.3400 -2.39 0.12 0.71 -0.77
C 1.1568 -0.6406 0.0844 0.28 0.51 0.69 -0.79
P -0.6428 1.6560 -0.4407 -0.03 0.01 -1.68 0.77
P 2.8659 -1.4110 0.0722 -1.30 0.61 -0.17 0.77
P -0.2676 -1.3805 -0.3059 -0.27 -1.01 -0.67 0.81
H -0.9600 3.4618 0.9829 -0.23 -0.31 0.46 -0.02
H -1.7197 1.7676 1.7252 0.81 1.92 -1.72 0.05
H 3.5455 -3.0727 -1.4212 -0.04 -0.04 -0.36 -0.04
H 1.6859 -2.5834 -1.8279 2.63 0.53 1.14 0.02
H -2.1714 -0.0022 -1.2348 1.23 -0.39 0.99 0.05
H -2.1971 -0.0198 0.5558 1.38 -0.02 -1.34 0.06
H 0.9397 0.3668 0.5103 1.19 -0.59 -0.26 -0.07
```
Positions in Å, forces in eV/Å.

Properties
- calculated total energy (Ha) = -1180.5236


DFT (ωB97M-V with the def2-TZVPD basis set) results for a molecular structure, C21H28IrN11O5S in a non-equilibrium geometry.

XYZ file:
```
67
Properties=species:S:1:pos:R:3:forces:R:3:mulliken_spin:R:1
Ir -0.4555 0.9040 -0.0323 0.16 -1.19 1.42 0.90
N -2.6562 0.8319 0.1799 0.00 0.45 -0.40 0.02
N -3.3716 2.0486 0.3000 0.05 0.00 -0.02 0.00
C -2.8411 3.1934 -0.1384 -0.07 0.05 0.08 -0.03
N -3.4673 4.3349 0.0068 0.05 -0.01 0.06 -0.01
N -1.6817 2.9929 -0.8474 -0.10 0.11 -0.48 -0.03
N -1.0548 3.9958 -1.3415 -0.05 0.06 0.19 0.03
O -1.5679 5.0645 -3.5878 0.00 0.00 0.03 0.00
O -1.0883 5.1433 -1.0014 0.01 0.06 0.00 0.11
H -3.0897 0.2552 -0.5434 0.01 0.02 -0.02 0.00
H -2.7238 0.3514 1.0764 -0.09 -0.03 -0.03 0.00
H -4.3164 2.0107 0.6623 0.02 0.02 0.05 0.00
H -4.3859 4.3861 0.4301 0.00 0.00 0.01 0.00
H -3.0168 5.2091 -0.2288 -0.01 -0.01 -0.03 0.00
N 7.4604 1.6940 0.5052 0.02 0.02 0.01 0.00
C 6.1977 1.4923 0.1175 -0.05 -0.03 -0.02 0.00
C 5.4325 0.4359 0.6679 0.02 0.03 -0.01 0.00
C 4.1420 0.2264 0.2714 -0.04 0.02 0.09 0.00
C 3.5717 1.0650 -0.7039 -0.08 0.09 -0.03 0.00
C 4.3164 2.1112 -1.2738 0.06 -0.09 -0.09 0.00
C 5.5976 2.3311 -0.8552 0.02 0.00 0.02 0.00
S 2.0325 0.6505 -1.2893 -0.08 0.35 0.13 0.00
O 1.3151 -0.0175 -0.1165 0.20 0.28 -0.34 0.01
O 1.9536 -0.0090 -2.5386 0.03 -0.06 -0.03 0.00
N 0.9367 1.9834 -1.2866 -0.36 -0.23 -0.47 0.02
C 0.8707 2.7692 -2.3339 0.22 -0.01 0.12 -0.01
N -0.2147 3.6666 -2.4440 0.09 0.00 0.03 -0.01
C -0.4308 4.4074 -3.6035 -0.03 0.06 -0.11 0.00
C 0.4909 4.3347 -4.6003 0.01 -0.03 0.03 0.00
C 1.6272 3.5524 -4.3555 0.02 -0.01 0.02 0.00
N 1.7985 2.8079 -3.2826 -0.09 0.04 -0.06 0.00
H 7.9053 1.0904 1.1755 0.00 0.00 0.00 0.00
H 8.0182 2.4319 0.1109 0.00 -0.01 0.00 0.00
H 5.8778 -0.2171 1.4067 0.01 0.00 0.00 0.00
H 3.5765 -0.5894 0.6999 0.00 0.00 0.00 0.00
H 3.8906 2.7342 -2.0463 0.01 0.00 0.00 0.00
H 6.1712 3.1426 -1.2832 0.01 0.00 0.00 0.00
H -1.6952 5.6001 -4.3877 0.00 0.00 0.00 0.00
H 0.3520 4.8680 -5.5298 -0.01 0.01 0.00 0.00
H 2.4309 3.5322 -5.0837 0.00 -0.01 0.00 0.00
C -4.2391 -3.6157 1.1972 -0.01 0.00 0.00 0.00
C -3.2998 -4.1110 2.2869 -0.04 -0.03 -0.06 0.00
N -2.0799 -4.7090 1.7539 0.10 0.04 0.03 0.00
C -2.1317 -6.1006 1.2635 -0.06 0.02 -0.04 0.00
C -1.7394 -6.2273 -0.1994 -0.07 -0.03 -0.01 0.00
C -0.8749 -4.1248 1.8353 -0.04 -0.07 0.07 0.00
O 0.1914 -4.6503 1.5780 0.01 0.01 -0.01 0.00
C -0.7885 -2.6669 2.2482 0.01 -0.01 0.05 0.00
C -0.2491 -2.3063 3.4800 -0.01 0.02 -0.03 0.00
C 0.0195 -0.9710 3.7392 -0.02 0.00 -0.01 0.00
C -0.2044 -0.0354 2.7505 -0.12 0.11 0.08 0.00
N -0.7113 -0.3802 1.5528 0.14 -0.02 -0.19 -0.01
C -1.0034 -1.6766 1.3124 -0.01 -0.01 -0.05 0.00
H -5.1220 -3.1481 1.6343 -0.01 -0.02 0.00 0.00
H -4.5760 -4.4361 0.5639 0.01 0.00 -0.01 0.00
H -3.7342 -2.8907 0.5501 -0.01 0.01 0.01 0.00
H -3.7998 -4.8664 2.8950 0.00 0.02 0.01 0.00
H -3.0358 -3.3036 2.9705 0.02 0.02 -0.02 0.00
H -3.1588 -6.4356 1.4035 0.01 -0.02 0.05 0.00
H -1.4923 -6.7151 1.8980 0.05 0.01 -0.03 0.00
H -2.4105 -5.6416 -0.8308 0.02 0.01 0.00 0.00
H -1.8211 -7.2686 -0.5091 0.00 0.00 0.01 0.00
H -0.7136 -5.9072 -0.3634 0.00 0.01 0.00 0.00
H -0.0246 -3.0694 4.2148 -0.01 0.00 0.01 0.00
H 0.4272 -0.6517 4.6878 0.00 -0.01 0.00 0.00
H 0.0233 1.0119 2.8935 0.03 -0.01 0.00 0.00
H -1.3595 -1.9193 0.3180 0.02 -0.01 0.00 0.01
```
Positions in Å, forces in eV/Å.

Properties
- calculated total energy (Ha) = -2296.9237
- 2S+1 = 2
- net charge = +3


DFT (ωB97M-V with the def2-TZVPD basis set) results for a molecular structure, C20H24BrNO2PtSi2.

XYZ file:
```
51
Properties=species:S:1:pos:R:3:forces:R:3:mulliken_spin:R:1
Pt 1.2438 -0.4152 -0.5733 -0.16 -0.12 -0.18 1.78
O 3.0149 -6.1312 1.0320 0.06 -0.09 0.02 0.01
C 2.5279 -4.9489 0.7123 -0.10 0.19 -0.05 0.02
C 1.1635 -4.6211 0.7588 0.09 0.00 -0.01 0.00
C 0.7726 -3.3582 0.3976 0.03 -0.01 -0.01 0.02
N 1.6527 -2.4199 0.0007 0.03 -0.03 -0.02 0.09
C 2.9527 -2.7458 -0.0377 -0.02 -0.09 0.03 0.03
Br 4.0478 -1.3240 -0.6215 -0.01 0.01 0.05 0.07
C 3.4497 -3.9726 0.3012 -0.06 0.04 -0.01 0.00
H 2.3328 -6.7628 1.2988 0.00 0.01 0.00 0.00
H 0.4239 -5.3462 1.0679 -0.02 -0.02 0.01 0.00
H -0.2673 -3.0624 0.4093 0.00 -0.02 0.01 0.00
H 4.5049 -4.1957 0.2538 0.02 -0.02 0.00 0.00
C -1.6619 1.0581 -3.9171 0.22 -0.05 0.04 0.03
Si -0.3689 -0.2604 -3.7139 -0.29 -0.29 -0.15 0.00
C -1.0916 -1.9713 -3.9148 0.22 0.17 0.16 0.01
C 1.1394 0.0139 -4.7479 -0.10 -0.01 -0.07 0.03
O 0.1941 -0.0594 -2.0922 -0.08 -0.05 0.21 0.53
H -2.0415 0.9745 -4.9369 -0.05 0.09 -0.06 0.00
H -1.2272 2.0490 -3.7890 -0.03 0.07 -0.05 0.00
H -2.5092 0.9554 -3.2402 0.02 -0.08 0.05 0.00
H -1.4999 -2.0506 -4.9240 -0.02 -0.01 -0.05 0.00
H -1.9049 -2.1808 -3.2195 -0.03 0.07 0.03 0.00
H -0.3394 -2.7547 -3.8084 0.03 0.01 -0.01 0.00
H 0.8143 -0.0222 -5.7904 0.09 0.05 -0.08 0.00
H 1.9032 -0.7517 -4.6178 -0.01 -0.05 0.05 0.00
H 1.5825 0.9903 -4.5616 0.02 0.07 -0.03 0.00
C -3.0321 3.9716 0.3231 -0.05 0.03 -0.01 0.17
C -1.8523 4.6073 0.7070 0.12 0.05 0.02 -0.01
C -0.7049 3.8664 0.8772 0.09 0.17 0.07 0.11
C -0.7006 2.4795 0.6028 0.27 -0.15 -0.05 0.17
C -1.9191 1.8490 0.2733 -0.12 -0.22 -0.04 0.06
C -3.0632 2.5904 0.1062 0.00 -0.10 -0.03 0.00
Si 0.9248 1.5254 0.7913 -0.19 0.38 0.51 0.39
C 0.3665 1.2814 2.5916 0.19 0.06 -0.29 0.18
C 0.8276 2.1911 3.5666 0.10 0.17 0.06 0.09
C 0.4783 2.0326 4.8900 0.07 0.08 -0.05 0.00
C -0.3855 1.0021 5.2582 -0.01 -0.01 0.04 0.15
C -0.8986 0.1271 4.3003 -0.03 -0.07 -0.07 -0.01
C -0.5467 0.2815 2.9789 -0.18 -0.21 -0.09 0.06
H -3.9382 4.5511 0.2043 -0.01 0.00 0.02 0.00
H -1.8453 5.6750 0.8757 0.03 0.01 0.00 0.00
H 0.2125 4.3519 1.1860 -0.01 0.04 0.00 0.00
H -1.9390 0.7776 0.1098 -0.04 0.01 -0.02 -0.01
H -3.9894 2.1158 -0.1861 0.00 -0.03 -0.01 0.00
H 2.0489 2.4905 0.7753 -0.08 -0.07 0.00 0.02
H 1.4905 2.9962 3.2747 0.02 0.02 0.05 0.00
H 0.8645 2.7064 5.6422 0.02 0.01 -0.01 0.00
H -0.6722 0.8881 6.2953 -0.01 0.01 0.00 0.00
H -1.5775 -0.6586 4.6015 0.00 -0.02 -0.03 0.00
H -0.9579 -0.3853 2.2288 -0.01 -0.01 0.04 0.00
```
Positions in Å, forces in eV/Å.

Properties
- calculated total energy (Ha) = -4253.4242
- 2S+1 = 5
- net charge = +2


DFT (ωB97M-V with the def2-TZVPD basis set) results for 2 unconnected molecules or ions with the total composition C22H26N3O3 in a non-equilibrium geometry.

XYZ file:
```
54
Properties=species:S:1:pos:R:3:forces:R:3:lowdin_charge:R:1
C -0.1532 2.5356 4.5431 0.06 0.02 -0.10 -0.08
N -1.0338 1.9766 3.5300 -0.02 0.33 1.05 -0.20
C -2.2556 1.3646 4.0143 0.22 -0.09 -0.39 -0.07
C -0.6313 1.8514 2.2323 0.18 -0.01 -1.22 -0.23
C -1.3837 1.0687 1.3071 0.39 0.10 0.16 -0.02
C -1.0323 1.0347 -0.0337 0.31 0.35 -0.24 -0.03
C -0.0173 1.8892 -0.5475 0.01 -0.08 0.23 -0.19
C 0.0885 2.2554 -1.9667 -1.65 1.48 1.47 0.02
C -1.0019 1.9953 -2.8123 -0.15 0.03 0.02 -0.21
C -1.0662 1.7630 -4.2332 -1.25 0.33 -1.83 -0.30
N -1.4122 1.5505 -5.3313 0.17 0.17 1.78 0.14
C -2.3055 2.2048 -2.2936 -2.40 -0.54 1.53 -0.24
N -3.3766 2.4255 -1.8582 2.02 -0.27 -0.94 0.12
C 0.8597 2.4771 0.4003 -0.74 0.04 -0.36 -0.02
C 0.5498 2.4976 1.7505 -0.28 -0.43 0.35 -0.03
H 0.1768 3.5560 4.2857 -0.16 -0.29 0.10 0.08
H -0.7139 2.5719 5.4865 0.33 0.11 -0.28 0.08
H 0.7511 1.9206 4.7009 -0.20 0.14 -0.06 0.09
H -3.1032 1.6408 3.3825 0.00 -0.01 0.06 0.09
H -2.1806 0.2720 4.0282 -0.09 -0.09 0.04 0.09
H -2.4350 1.7134 5.0292 -0.12 -0.04 -0.09 0.07
H -2.2546 0.4951 1.6342 0.43 0.14 -0.05 0.10
H -1.5575 0.3564 -0.7161 0.06 0.52 0.26 0.12
H 0.7701 3.0951 -2.1284 -0.17 -1.10 -0.37 0.11
H 1.7713 2.9450 0.0258 -0.28 0.14 0.14 0.11
H 1.1956 3.0320 2.4499 -0.14 -0.26 -0.27 0.09
C 3.1832 -2.3800 -2.3153 0.36 -0.24 -0.01 -0.09
C 2.0608 -1.4988 -2.7810 -0.02 0.69 0.14 -0.22
O 2.5038 -0.1249 -2.6321 0.23 -1.13 0.23 -0.04
C 1.7085 0.7528 -3.2822 -0.69 1.89 -1.20 -0.47
C 2.2697 2.1302 -3.3277 -0.27 -1.84 -1.64 -0.14
C 1.7159 3.0665 -4.2868 -0.41 0.27 0.77 -0.35
O 0.4997 3.2952 -4.3812 0.98 0.43 -0.17 -0.01
C 2.5840 4.0004 -5.1246 -0.12 -0.40 0.10 -0.12
C 3.1128 5.1638 -4.3027 0.30 0.40 -0.10 -0.21
C 3.8587 4.7940 -3.0205 0.58 -0.06 0.36 -0.21
C 4.5617 3.4291 -3.0480 -0.14 -0.15 0.07 -0.20
C 3.6867 2.1605 -2.8913 1.43 -0.44 0.31 -0.18
O 0.6609 0.3542 -3.8011 1.53 -0.45 0.26 0.00
H 2.8250 -3.4018 -2.1890 -0.03 -0.06 0.05 0.07
H 3.9741 -2.4090 -3.0706 0.04 0.08 0.16 0.07
H 3.6135 -2.0401 -1.3699 -0.10 -0.01 -0.06 0.08
H 1.8457 -1.6747 -3.8382 -0.19 -0.02 0.21 0.12
H 1.1399 -1.6387 -2.1974 0.21 0.01 -0.21 0.12
H 3.3828 3.4180 -5.5933 0.14 0.24 -0.03 0.11
H 1.9207 4.4229 -5.8937 0.25 -0.39 0.10 0.12
H 3.7869 5.7410 -4.9506 -0.04 -0.02 0.09 0.10
H 2.2919 5.8447 -4.0506 -0.02 -0.16 -0.09 0.11
H 4.6511 5.5449 -2.8675 -0.27 -0.06 0.10 0.10
H 3.2065 4.8648 -2.1368 0.02 -0.15 -0.23 0.11
H 5.1458 3.3342 -3.9741 -0.09 0.21 0.11 0.10
H 5.2887 3.3869 -2.2189 -0.10 0.15 -0.34 0.10
H 3.7166 1.8819 -1.8141 -0.01 0.09 -0.47 0.11
H 4.2395 1.3352 -3.4098 -0.10 0.44 0.52 0.12
```
Positions in Å, forces in eV/Å.

Properties
- calculated total energy (Ha) = -1243.8103
- net charge = -1


Which value of calculated total energy does entry 5 give?
-4253.4242 Ha


Which formula does entry 4 have?
C21H28IrN11O5S


Which value of calculated total energy does entry 5 give?
-4253.4242 Ha